{
  "formula": "C11H10ClN3",
  "method": "ωB97M-V/def2-TZVPD",
  "lumo_ha": 0.0098,
  "relative_energy_ev": 2.5274,
  "spin_multiplicity": 1,
  "largest_force_ev_per_a": 3.6,
  "charge": 0,
  "gap_ev": 9.28,
  "smiles": "N#C[C@H]1C=CC(Cl)=C[C@@H]1Cn1cccn1",
  "symbols": ["N", "C", "C", "C", "C", "C", "Cl", "C", "C", "C", "N", "C", "C", "C", "N", "H", "H", "H", "H", "H", "H", "H", "H", "H", "H"],
  "xyz": [[2.588719, 1.326613, -3.213212], [2.156631, 0.709604, -2.343361], [1.405681, 0.081572, -1.211767], [1.556592, 1.125545, -0.169417], [0.611610, 2.029498, 0.108712], [-0.606917, 1.956063, -0.738132], [-1.842732, 3.093552, -0.317600], [-0.938281, 0.890749, -1.411355], [-0.075238, -0.287556, -1.571302], [-0.710559, -1.471835, -0.676164], [-0.564555, -1.197649, 0.718232], [-1.560431, -0.835146, 1.569725], [-1.029924, -0.850926, 2.848738], [0.338678, -1.328751, 2.648009], [0.515841, -1.603515, 1.346261], [2.023688, -0.713876, -0.811287], [2.393951, 1.048803, 0.518301], [0.777779, 2.949275, 0.679628], [-1.852532, 0.961298, -1.882395], [-0.055614, -0.739003, -2.563968], [-1.734512, -1.646777, -0.864205], [-0.270962, -2.520359, -0.995709], [-2.480494, -0.437911, 1.197024], [-1.608928, -0.729092, 3.803503], [0.962510, -1.810173, 3.331740]],
  "forces_ev_per_a": [[0.158, -0.314, 0.215], [-0.942, -0.236, -0.349], [0.519, 0.020, -0.277], [-0.730, 0.966, 2.402], [0.231, 0.463, -1.812], [0.633, 0.630, 2.599], [-0.131, 0.572, -0.282], [0.838, -0.086, -0.995], [0.549, -1.868, 0.706], [2.584, -0.870, -1.488], [-0.976, -0.813, 0.207], [0.864, 0.825, 0.758], [0.493, -0.761, 0.301], [-3.202, -0.248, -1.730], [1.284, 0.494, 1.283], [-0.324, -0.819, -0.416], [0.306, 0.155, -0.491], [-0.144, -0.795, 0.306], [-2.006, -0.496, -0.987], [-0.179, 0.483, -0.233], [-1.317, 0.533, -0.474], [-0.235, 2.155, 1.024], [-0.383, -0.102, -0.095], [0.957, 0.122, -1.240], [1.152, -0.010, 1.068]]
}